1.
C10H23NSi | the ωB97M-V functional and the def2-TZVPD basis

As for the HOMO-LUMO gap: 9.73 eV. Its energy above the lowest of the compared OMol25 structures with the same formula, charge and spin is 17.7 kcal/mol. As for the LUMO energy: 0.86 eV. As for the SMILES: C=C[Si@](NC)(C(C)C)C(C)(C)C.

The geometry in ORCA input format:
```
! wB97M-V def2-TZVPD RIJCOSX def2/J DEFGRID3
* xyz 0 1
C 1.144 -2.359 -1.881
C 0.072 -1.735 -1.352
Si -0.122 -0.480 0.110
N -0.154 -1.316 1.658
C -1.195 -2.330 1.841
C -1.973 0.344 -0.156
C -1.964 1.118 -1.417
C -2.633 1.127 1.131
C 1.360 0.696 0.084
C 1.701 1.027 -1.431
C 1.082 2.053 0.752
C 2.657 0.167 0.709
H 1.113 -3.110 -2.606
H 2.069 -1.815 -1.592
H -0.881 -1.959 -1.712
H 0.813 -1.640 1.812
H -1.342 -2.745 2.907
H -2.118 -1.865 1.435
H -0.867 -3.266 1.382
H -2.534 -0.624 -0.217
H -2.748 0.774 -2.148
H -2.180 2.209 -1.280
H -1.052 1.155 -2.092
H -2.191 2.080 1.165
H -2.388 0.402 2.030
H -3.669 1.263 0.937
H 1.699 0.189 -2.168
H 1.018 1.786 -1.672
H 2.745 1.473 -1.613
H 1.007 1.922 1.762
H 0.312 2.554 0.354
H 2.087 2.665 0.643
H 2.721 0.314 1.879
H 2.931 -0.872 0.397
H 3.479 0.796 0.350
*
```

2.
C11H22N3O | the ωB97M-V functional and the def2-TZVPD basis

As for the HOMO-LUMO gap (spin up / spin down): 8.47 / 8.47 eV. Its energy above the lowest of the compared OMol25 structures with the same formula, charge and spin is 125.0 kcal/mol. As for the LUMO energy (spin up / spin down): -3.05 / -3.05 eV.

The geometry in ORCA input format:
```
! wB97M-V def2-TZVPD RIJCOSX def2/J DEFGRID3
* xyz 1 1
C -1.977 -0.726 0.767
C -2.319 -1.503 1.764
C 0.991 1.799 -1.026
C 2.111 1.231 -0.090
C 1.074 -1.006 0.017
C -0.263 0.843 -0.949
C 2.422 -0.324 -0.124
C 0.031 -0.645 -1.105
C -0.931 1.334 0.344
C 3.113 -0.559 1.235
C -3.288 0.693 -0.561
N -1.207 -1.390 -1.047
N -0.899 -2.669 -1.255
N -2.270 0.673 0.568
O -1.222 2.741 0.249
H -2.743 -1.279 2.749
H -2.039 -2.511 1.790
H 0.569 2.842 -0.741
H 1.423 1.874 -2.113
H 3.111 1.605 -0.183
H 1.947 1.285 0.966
H 1.299 -2.039 0.096
H 0.470 -0.700 0.957
H -0.823 1.273 -1.693
H 2.852 -0.471 -1.103
H 0.587 -0.706 -2.013
H -0.567 1.053 1.356
H 3.101 -1.677 1.496
H 2.753 0.000 2.125
H 4.229 -0.259 1.064
H -3.790 1.573 -0.654
H -2.655 0.636 -1.347
H -4.004 -0.158 -0.348
H 0.054 -3.001 -1.302
H -1.566 -3.296 -0.880
H -2.566 0.972 1.514
H -1.133 3.114 -0.604
*
```

3.
C4H9NO3 | the ωB97M-V functional and the def2-TZVPD basis

As for the HOMO-LUMO gap: 10.03 eV. Its energy above the lowest of the compared OMol25 structures with the same formula, charge and spin is 52.5 kcal/mol. As for the LUMO energy: 0.36 eV. As for the SMILES: CC(=O)NCC=O.O.

The geometry in ORCA input format:
```
! wB97M-V def2-TZVPD RIJCOSX def2/J DEFGRID3
* xyz 0 1
C -1.762 -0.177 -0.297
C -0.612 -0.525 -1.363
O -1.015 -1.109 -2.398
N 0.757 -0.510 -1.011
C 1.270 -0.073 0.239
C 0.842 -0.948 1.415
O 1.276 -0.723 2.503
H -1.660 0.925 -0.236
H -2.685 -0.373 -0.878
H -1.740 -0.807 0.664
H 1.346 -1.050 -1.691
H 2.419 0.139 0.373
H 0.922 1.032 0.545
H 0.107 -1.783 1.272
O -0.544 3.004 0.678
H 0.129 3.610 1.026
H -0.303 2.843 -0.233
*
```

4.
C2H3NOS2 | the ωB97M-V functional and the def2-TZVPD basis

As for the HOMO-LUMO gap (spin up / spin down): 9.10 / 9.10 eV. Its energy above the lowest of the compared OMol25 structures with the same formula, charge and spin is 76.3 kcal/mol. As for the LUMO energy (spin up / spin down): 0.49 / 0.50 eV. As for the SMILES: C#[N+][S-].O=CS.

The geometry in ORCA input format:
```
! wB97M-V def2-TZVPD RIJCOSX def2/J DEFGRID3
* xyz 0 1
C -1.293 1.689 -0.028
N -2.067 0.851 0.230
S -2.614 -0.560 0.403
H -1.092 2.699 -0.240
O 1.115 0.450 -0.177
C 1.812 -0.501 -0.027
S 1.188 -2.080 -0.074
H 3.010 -0.671 0.041
H -0.058 -1.878 -0.127
*
```

5.
C6H7BO2S | the ωB97M-V functional and the def2-TZVPD basis

As for the HOMO-LUMO gap (spin up / spin down): 6.84 / 6.84 eV. Its energy above the lowest of the compared OMol25 structures with the same formula, charge and spin is 53.7 kcal/mol. As for the LUMO energy (spin up / spin down): -0.43 / -0.43 eV.

The geometry in ORCA input format:
```
! wB97M-V def2-TZVPD RIJCOSX def2/J DEFGRID3
* xyz 0 1
B -0.804 -0.623 1.759
C -1.646 1.760 0.576
C -1.655 2.301 -0.718
C -0.903 0.699 0.898
C 0.323 0.638 -0.809
C 1.911 -0.183 -2.371
C 1.251 -0.263 -1.221
O -1.801 -1.082 2.594
O 0.359 -1.295 1.845
S -0.430 1.741 -1.743
H -2.429 2.188 1.223
H -2.159 3.238 -1.167
H 2.649 -0.838 -2.732
H 1.612 0.533 -3.052
H 1.653 -1.149 -0.637
H -1.529 -1.960 2.795
H 0.400 -1.869 2.555
*
```

6.
CH3IO2S2 | the ωB97M-V functional and the def2-TZVPD basis

As for the HOMO-LUMO gap: 8.32 eV. Its energy above the lowest of the compared OMol25 structures with the same formula, charge and spin is 38.2 kcal/mol. As for the LUMO energy: -1.26 eV.

The geometry in ORCA input format:
```
! wB97M-V def2-TZVPD RIJCOSX def2/J DEFGRID3
* xyz 0 1
C -2.293 1.427 1.326
O 1.311 -0.130 -2.347
O -1.619 0.518 0.902
S 1.190 -2.560 -0.805
S 1.170 -0.418 -0.958
I 3.318 0.228 0.268
H 2.304 -2.817 -1.495
H -3.252 1.241 2.088
H -2.129 2.511 1.020
*
```

7.
C82H75N15O14 | the ωB97M-V functional and the def2-TZVPD basis

As for the HOMO-LUMO gap: 8.05 eV. As for the LUMO energy: -1.46 eV.

The geometry in ORCA input format:
```
! wB97M-V def2-TZVPD RIJCOSX def2/J DEFGRID3
* xyz 0 1
C -0.419 -18.776 4.647
C -1.505 -19.590 4.438
C -1.355 -20.966 4.729
C -0.128 -21.484 5.078
C 1.039 -20.658 5.173
C 0.867 -19.267 4.865
N 0.068 -22.986 5.180
O -0.929 -23.743 5.093
O 1.229 -23.358 5.323
H -0.627 -17.734 4.456
H -2.468 -19.224 4.116
H -2.201 -21.622 4.586
H 2.057 -20.997 5.296
H 1.767 -18.684 4.997
C 1.484 -22.445 -5.107
C 2.659 -22.871 -5.627
C 3.811 -22.122 -5.404
C 3.785 -20.993 -4.622
C 2.545 -20.662 -4.002
C 1.410 -21.351 -4.282
N 5.022 -20.217 -4.478
O 4.903 -19.067 -4.071
O 6.131 -20.800 -4.634
H 0.543 -22.880 -5.408
H 2.550 -23.763 -6.225
H 4.632 -22.433 -6.034
H 2.371 -19.754 -3.443
H 0.441 -21.085 -3.889
C 5.965 -19.563 0.328
C 6.489 -19.222 -0.934
C 6.139 -18.027 -1.543
C 5.519 -17.011 -0.788
C 5.089 -17.377 0.495
C 5.209 -18.631 1.013
N 5.284 -15.707 -1.418
O 6.147 -15.337 -2.212
O 4.215 -15.179 -1.075
H 6.212 -20.557 0.671
H 6.942 -20.041 -1.472
H 6.522 -17.750 -2.514
H 4.477 -16.712 1.087
H 4.663 -18.919 1.899
C -2.474 -14.608 -2.334
C -2.756 -14.339 -3.657
C -4.019 -14.667 -4.177
C -4.964 -15.312 -3.353
C -4.587 -15.631 -2.071
C -3.336 -15.301 -1.500
N -6.365 -15.540 -3.849
O -6.754 -14.821 -4.783
O -7.096 -16.366 -3.294
H -1.524 -14.331 -1.899
H -1.942 -13.870 -4.190
H -4.149 -14.277 -5.176
H -5.330 -16.054 -1.412
H -3.099 -15.471 -0.460
C 2.537 -19.445 -0.319
C 2.240 -18.254 -1.039
C 1.212 -17.444 -0.625
C 0.411 -17.816 0.487
C 0.634 -19.043 1.159
C 1.794 -19.769 0.858
N -0.594 -16.887 1.015
O -0.724 -15.789 0.571
O -1.379 -17.345 1.833
H 3.382 -20.057 -0.598
H 2.924 -17.987 -1.831
H 0.946 -16.518 -1.114
H -0.083 -19.310 1.921
H 2.101 -20.626 1.439
C -5.781 -22.718 2.805
C -5.510 -21.625 2.037
C -4.173 -21.322 1.610
C -3.185 -22.256 1.746
C -3.468 -23.413 2.517
C -4.752 -23.598 3.131
N -1.883 -22.109 1.117
O -1.614 -21.021 0.572
O -1.041 -22.983 1.259
H -6.767 -22.961 3.173
H -6.297 -20.937 1.765
H -3.999 -20.394 1.085
H -2.711 -24.159 2.709
H -4.842 -24.472 3.758
C 0.210 -23.569 -1.469
C 0.668 -24.508 -2.411
C 2.080 -24.741 -2.562
C 2.997 -24.060 -1.788
C 2.456 -23.048 -0.937
C 1.116 -22.788 -0.730
N 4.453 -24.311 -1.805
O 4.896 -25.202 -2.527
O 5.193 -23.636 -1.195
H -0.841 -23.522 -1.226
H 0.019 -25.042 -3.089
H 2.537 -25.381 -3.302
H 3.077 -22.419 -0.317
H 0.794 -22.079 0.019
N -1.632 -14.457 4.112
C -2.512 -14.932 3.178
C -3.286 -14.166 2.323
C -3.116 -12.719 2.459
C -2.248 -12.199 3.431
C -1.512 -13.113 4.171
H -2.806 -15.971 3.170
H -3.952 -14.612 1.599
H -3.825 -12.155 1.871
H -2.058 -11.137 3.377
H -0.869 -12.797 4.979
N -1.312 -11.400 -2.130
C -0.428 -11.936 -2.973
C 0.622 -12.733 -2.530
C 0.723 -12.917 -1.129
C -0.158 -12.320 -0.246
C -1.194 -11.644 -0.777
H -0.471 -11.808 -4.044
H 1.269 -13.210 -3.252
H 1.556 -13.417 -0.656
H 0.081 -12.397 0.805
H -1.997 -11.194 -0.212
N 0.252 -28.218 2.862
C 0.121 -26.910 3.242
C 0.066 -25.885 2.317
C 0.052 -26.256 0.972
C 0.157 -27.581 0.564
C 0.252 -28.535 1.554
H 0.097 -26.629 4.284
H -0.187 -24.876 2.608
H -0.117 -25.487 0.232
H 0.201 -27.842 -0.483
H 0.320 -29.594 1.357
N 3.609 -21.702 3.246
C 3.085 -22.892 2.780
C 3.861 -23.948 2.290
C 5.267 -23.851 2.304
C 5.788 -22.727 2.830
C 4.992 -21.670 3.259
H 2.009 -22.975 2.827
H 3.357 -24.845 1.961
H 5.914 -24.647 1.966
H 6.858 -22.607 2.913
H 5.411 -20.735 3.603
N 4.255 -15.176 3.480
C 3.781 -15.658 4.643
C 2.446 -15.948 4.896
C 1.588 -15.687 3.853
C 1.985 -15.181 2.619
C 3.344 -14.871 2.474
H 4.465 -15.772 5.471
H 2.019 -16.353 5.802
H 0.538 -15.934 3.896
H 1.329 -14.925 1.800
H 3.760 -14.437 1.577
N -1.639 -19.159 -3.471
C -2.700 -19.252 -4.314
C -4.039 -19.192 -3.839
C -4.307 -19.271 -2.472
C -3.199 -19.182 -1.617
C -1.910 -19.138 -2.157
H -2.498 -19.068 -5.359
H -4.833 -19.237 -4.569
H -5.354 -19.376 -2.230
H -3.331 -19.199 -0.545
H -1.085 -19.098 -1.461
N 1.845 -16.307 -3.910
C 3.001 -16.088 -4.558
C 3.388 -16.833 -5.687
C 2.477 -17.856 -6.118
C 1.264 -18.079 -5.423
C 1.017 -17.331 -4.300
H 3.576 -15.243 -4.210
H 4.326 -16.733 -6.213
H 2.875 -18.407 -6.957
H 0.650 -18.921 -5.708
H 0.163 -17.391 -3.641
N -5.496 -17.217 2.758
C -5.861 -15.962 3.024
C -5.747 -15.405 4.330
C -5.227 -16.153 5.367
C -5.005 -17.516 5.144
C -5.150 -17.983 3.794
H -6.321 -15.325 2.282
H -6.040 -14.375 4.472
H -5.212 -15.699 6.346
H -4.808 -18.176 5.976
H -4.960 -19.017 3.545
*
```

8.
C36H26N5PRu | the ωB97M-V functional and the def2-TZVPD basis

As for the HOMO-LUMO gap (spin up / spin down): 7.10 / 7.14 eV. As for the LUMO energy (spin up / spin down): -3.45 / -3.84 eV. The expectation value of S² is 0.756.

The geometry in ORCA input format:
```
! wB97M-V def2-TZVPD RIJCOSX def2/J DEFGRID3
* xyz 1 2
Ru 1.057 0.143 -0.526
C 5.049 -0.446 -1.940
C 5.781 -0.860 -0.830
C 5.174 -0.878 0.404
C 3.837 -0.482 0.533
N 3.140 -0.079 -0.550
C 3.741 -0.072 -1.752
N 3.318 -0.540 1.822
C 2.197 -0.013 2.141
N 1.280 0.580 1.295
C 0.369 1.336 2.012
N -0.391 2.254 1.546
C -0.213 2.786 0.272
C -0.919 3.964 0.007
C -0.707 4.639 -1.174
C 0.227 4.145 -2.080
C 0.866 2.966 -1.774
N 0.640 2.278 -0.646
C 0.546 0.977 3.430
C -0.138 1.377 4.562
C 0.329 0.907 5.784
C 1.459 0.095 5.863
C 2.162 -0.279 4.725
C 1.676 0.164 3.509
H 5.478 -0.422 -2.930
H 6.813 -1.168 -0.935
H 5.692 -1.193 1.296
H 3.126 0.239 -2.589
H -1.605 4.321 0.761
H -1.247 5.552 -1.383
H 0.448 4.657 -3.005
H 1.588 2.530 -2.456
H -0.998 2.029 4.493
H -0.186 1.184 6.694
H 1.798 -0.243 6.834
H 3.051 -0.892 4.780
C -4.960 0.298 1.661
C -5.031 0.456 0.285
C -3.917 0.209 -0.504
C -2.727 -0.199 0.091
C -2.654 -0.345 1.477
C -3.771 -0.104 2.258
P -1.229 -0.511 -0.860
C -1.696 -0.550 -2.606
C -1.353 0.517 -3.431
C -1.680 0.492 -4.780
C -2.352 -0.601 -5.306
C -2.702 -1.667 -4.486
C -2.376 -1.644 -3.140
C -0.526 -2.129 -0.504
C -1.064 -3.341 -0.102
C -0.174 -4.399 0.024
C 1.187 -4.216 -0.230
C 1.706 -2.972 -0.563
C 0.840 -1.880 -0.676
H -5.832 0.488 2.272
H -5.957 0.769 -0.178
H -3.977 0.331 -1.578
H -1.725 -0.655 1.944
H -3.715 -0.227 3.331
H -0.846 1.380 -3.016
H -1.414 1.325 -5.417
H -2.606 -0.625 -6.357
H -3.227 -2.518 -4.899
H -2.642 -2.481 -2.506
H -2.121 -3.459 0.103
H -0.528 -5.376 0.326
H 1.855 -5.063 -0.131
H 2.777 -2.860 -0.694
*
```

9.
C14H41N7O5 | the ωB97M-V functional and the def2-TZVPD basis

As for the HOMO-LUMO gap: 9.12 eV. Its energy above the lowest of the compared OMol25 structures with the same formula, charge and spin is 25.3 kcal/mol. As for the LUMO energy: 0.34 eV. As for the SMILES: COC[C@H](C)N.COC[C@H](C)N.COC[C@H](C)N.NC(N)=O.NC(N)=O.

The geometry in ORCA input format:
```
! wB97M-V def2-TZVPD RIJCOSX def2/J DEFGRID3
* xyz 0 1
C 0.493 1.935 1.896
O 0.709 0.604 2.323
C 0.656 0.467 3.736
C 0.849 -0.977 4.152
C -0.324 -1.820 3.683
N 1.041 -1.118 5.607
H 1.133 2.622 2.459
H -0.543 2.277 1.984
H 0.807 1.921 0.853
H 1.321 1.220 4.176
H -0.364 0.713 4.092
H 1.758 -1.391 3.704
H -1.141 -1.682 4.405
H -0.106 -2.882 3.598
H -0.729 -1.478 2.732
H 1.491 -0.275 5.961
H 0.123 -1.058 6.050
C -3.442 -1.194 -0.168
O -3.760 0.169 -0.360
C -3.905 0.905 0.839
C -5.236 0.714 1.537
C -6.371 0.947 0.562
N -5.237 1.639 2.684
H -3.986 -1.821 -0.868
H -3.778 -1.550 0.821
H -2.363 -1.362 -0.110
H -3.087 0.727 1.551
H -3.760 1.939 0.504
H -5.192 -0.311 1.912
H -6.184 1.792 -0.096
H -7.374 0.852 0.980
H -6.390 0.066 -0.104
H -4.788 2.518 2.438
H -6.199 1.910 2.861
C 5.814 3.570 -5.080
O 6.072 3.755 -3.688
C 4.984 3.409 -2.840
C 4.708 1.911 -2.879
C 3.699 1.421 -1.821
N 5.858 1.033 -2.915
H 6.606 4.169 -5.527
H 4.832 3.954 -5.366
H 5.921 2.522 -5.364
H 5.290 3.735 -1.844
H 4.091 3.950 -3.173
H 4.093 1.725 -3.777
H 2.743 1.931 -1.904
H 4.105 1.595 -0.816
H 3.662 0.340 -1.927
H 6.175 0.823 -1.973
H 6.639 1.486 -3.375
N 1.382 -2.396 -1.530
C 1.642 -1.741 -0.353
N 0.543 -1.639 0.478
O 2.707 -1.231 -0.056
H 0.474 -2.828 -1.615
H 2.098 -2.478 -2.224
H 0.683 -0.900 1.162
H -0.367 -2.040 0.358
N -2.644 -3.156 -2.905
C -2.138 -4.054 -2.009
N -2.844 -5.222 -1.899
O -1.189 -3.794 -1.275
H -3.264 -3.391 -3.659
H -2.235 -2.242 -2.981
H -3.685 -5.354 -2.427
H -2.577 -5.881 -1.192
*
```

10.
C24H18N2O4 | the ωB97M-V functional and the def2-TZVPD basis

As for the HOMO-LUMO gap: 8.72 eV. Its energy above the lowest of the compared OMol25 structures with the same formula, charge and spin is 0.0 kcal/mol. As for the LUMO energy: 0.70 eV. As for the SMILES: O=C1N(Cc2ccc3c(c2)OCO3)c2ccccc2[C@@]1(O)c1c[nH]c2ccccc12.

The geometry in ORCA input format:
```
! wB97M-V def2-TZVPD RIJCOSX def2/J DEFGRID3
* xyz 0 1
O 2.417 -0.391 -0.644
C 1.373 -0.089 -0.125
N 0.164 -0.666 -0.392
C -0.021 -1.662 -1.419
C -0.851 -1.136 -2.564
C -1.889 -1.887 -3.089
C -2.669 -1.426 -4.148
C -2.370 -0.183 -4.647
C -1.326 0.582 -4.119
C -0.553 0.129 -3.082
O -1.246 1.767 -4.798
C -2.263 1.726 -5.775
O -2.967 0.507 -5.668
C -0.857 -0.110 0.366
C -2.206 -0.410 0.361
C -3.024 0.284 1.242
C -2.512 1.245 2.097
C -1.154 1.546 2.093
C -0.335 0.860 1.227
C 1.150 0.975 0.981
O 1.512 2.230 0.438
C 1.985 0.610 2.173
C 3.217 1.129 2.453
N 3.715 0.558 3.589
C 2.820 -0.360 4.055
C 2.886 -1.191 5.167
C 1.822 -2.035 5.397
C 0.717 -2.053 4.543
C 0.642 -1.231 3.441
C 1.703 -0.362 3.182
H 0.985 -1.921 -1.768
H -0.486 -2.553 -0.986
H -2.101 -2.862 -2.676
H -3.473 -2.013 -4.557
H 0.254 0.722 -2.684
H -1.815 1.806 -6.778
H -2.958 2.567 -5.620
H -2.613 -1.152 -0.308
H -4.082 0.067 1.259
H -3.172 1.768 2.772
H -0.754 2.293 2.763
H 1.451 2.890 1.138
H 3.774 1.867 1.909
H 4.614 0.756 3.993
H 3.745 -1.175 5.821
H 1.841 -2.696 6.251
H -0.096 -2.732 4.756
H -0.220 -1.259 2.793
*
```

Number 1: molar mass 185.4 g/mol. Number 2: molar mass 212.3 g/mol. Number 3: molar mass 119.1 g/mol. Number 4: molar mass 121.2 g/mol. Number 5: molar mass 154.0 g/mol. Number 6: molar mass 238.1 g/mol. Number 7: molar mass 1494.6 g/mol. Number 8: molar mass 660.7 g/mol. Number 9: molar mass 387.5 g/mol. Number 10: molar mass 398.4 g/mol.